(1)
DFT (ωB97M-V/def2-TZVPD) results for a structure of composition C30H32Br13O2PS at a distorted geometry.

XYZ file:
```
79
C30H32Br13O2PS (ωB97M-V/def2-TZVPD)
C 0.46 1.96 -1.08
H -2.85 0.23 3.37
H -0.84 -1.17 3.99
Br -6.53 0.49 -4.57
H 3.69 4.54 -4.35
C -0.24 1.25 -0.09
H 4.94 -0.93 -0.20
H 2.61 1.81 -5.25
C 3.60 4.36 -6.48
H -0.31 -3.53 7.80
C 0.54 0.71 1.05
H -2.07 2.76 -3.16
H 4.59 3.19 -5.03
C -1.64 1.06 -0.21
C 4.01 -0.76 -0.74
H 4.46 1.78 -1.42
H -2.06 -3.08 11.74
P -2.73 0.14 0.96
C 3.65 3.74 -5.08
C -2.02 0.11 2.68
H 4.53 2.26 -7.37
H 1.63 3.21 -5.44
C -8.14 0.40 -3.52
Br -4.03 -2.60 10.33
Br -0.01 -5.24 6.05
H 2.67 4.92 -6.56
H 4.93 -3.12 -4.63
Br -1.76 -4.79 9.99
C -0.45 -3.49 6.73
H 4.70 2.49 -2.97
Br 0.74 -2.14 6.05
C 4.49 -2.03 -2.82
H 0.51 1.29 1.97
O 0.12 4.13 -3.82
C 4.08 1.77 -2.44
C 4.27 -0.78 -2.23
H -3.29 -2.19 0.95
Br -1.01 -1.69 9.99
C 4.76 -2.15 -4.18
C 1.94 2.22 -1.04
O 2.55 2.45 -0.02
C 4.58 0.24 -4.37
Br -7.89 1.14 -1.76
H -3.14 -1.54 -0.67
H -1.30 0.90 2.83
H 0.99 -1.36 0.66
C -2.20 -3.04 10.67
C 0.57 3.20 -3.22
C -2.26 1.63 -1.33
H 3.34 -1.57 -0.49
Br -9.63 1.21 -4.42
Br -4.15 1.46 -1.61
H 5.00 -1.05 -6.01
C 2.45 2.81 -4.86
H -2.10 -2.03 3.14
Br -2.29 -3.05 6.41
C 4.29 0.38 -3.01
H 4.61 1.11 -5.01
C -7.66 -4.11 8.18
H 3.61 0.19 -0.43
H -1.64 -1.98 0.23
H 2.28 -0.35 1.50
C 2.64 2.25 -2.38
Br -7.69 -2.20 8.38
C -2.65 -1.59 0.31
H 4.45 -2.91 -2.20
H -8.28 -4.35 7.33
C -0.21 2.48 -2.18
C 1.30 -0.39 1.04
S 3.57 3.10 -7.79
C 1.96 2.71 -3.44
Br -8.44 -4.99 9.71
H 4.44 5.02 -6.64
C -1.57 2.33 -2.31
Br -5.89 -4.76 7.81
H -0.64 -1.55 2.31
C 4.79 -1.00 -4.95
C -1.36 -1.23 3.04
H -8.38 -0.65 -3.39
```

Computed properties:
Lowest unoccupied orbital energy = -0.0287 hartree
Charge = 0
HOMO-LUMO gap = 0.2631 Eh

Löwdin atomic charge list, values in e, 4 entries: C -0.03; H 0.06; H -0.01; Br 0.56

***

(2)
DFT (ωB97M-V/def2-TZVPD) results for the molecule C15H23N3O3 at a distorted geometry.

XYZ file:
```
44
C15H23N3O3 (ωB97M-V/def2-TZVPD)
H 2.62 -1.35 0.20
O -1.14 2.46 -1.24
H 4.62 0.26 1.36
H 0.55 -0.16 -1.38
N 0.06 0.03 -0.55
H 2.41 -0.61 1.74
H -6.67 0.09 1.35
C -3.78 -1.50 -0.64
H 4.99 -0.57 -1.71
C 2.30 0.76 0.02
H 4.82 -1.54 0.95
C -1.97 -0.58 0.75
H -4.39 0.59 2.06
H -3.65 0.96 -0.38
C -3.38 -0.76 0.66
H 2.24 1.94 1.64
H -7.10 -1.44 -0.54
C 0.94 0.40 0.39
N 7.02 -1.98 -0.36
H -2.99 -2.17 -1.07
H 5.33 1.10 -0.93
C -1.77 1.58 -0.72
H -1.58 -0.37 -1.59
O 0.52 0.75 1.57
H 6.88 -2.56 -1.46
C -1.35 0.09 -0.58
H 2.64 0.81 -1.05
C -5.04 -1.74 -1.09
H -5.26 -2.11 -2.04
C -4.49 -0.25 1.32
N 2.80 1.97 0.78
H 7.29 -0.01 -1.50
C 6.87 -0.40 -0.47
H -1.86 0.26 1.58
H 7.47 0.18 0.33
H 6.53 -2.78 0.42
C -5.88 -0.45 0.84
C 4.46 -0.58 0.70
H 2.42 2.90 0.31
C -6.05 -1.24 -0.29
H -1.43 -1.38 1.17
C 2.99 -0.54 0.70
O -3.15 1.74 -0.87
C 5.30 -0.08 -0.64
```

Computed properties:
SMILES string = NCCCC[C@H](N)C(=O)N[C@@H](Cc1ccccc1)C(=O)O
Lowest unoccupied orbital energy = 0.0128 hartree
Charge = 0
HOMO-LUMO gap = 0.3300 Eh
ΔE to the lowest compared entry with this formula, charge and spin = 802.4 kJ/mol

natural (NBO) atomic charge list, values in e, 4 entries: H 0.18; O -0.55; H 0.23; H 0.39

***

(3)
DFT (ωB97M-V/def2-TZVPD) results for a cluster of 8 separate species, C62H110F2N6O5 in total at a distorted geometry.

XYZ file:
```
185
C62H110F2N6O5 (ωB97M-V/def2-TZVPD)
H 4.40 5.69 -0.48
C -2.89 -2.19 -0.30
H 1.49 -7.95 1.96
C -3.48 -1.05 0.24
H 0.50 3.03 -6.35
C -2.16 1.30 4.85
H 3.74 -1.26 -3.65
H -1.31 -1.45 2.76
H -1.89 -8.21 6.03
H 0.47 1.28 5.13
H -2.41 -6.23 2.09
H 0.92 2.65 -4.69
H -4.20 9.66 5.47
C 5.18 4.87 -0.30
C -0.89 4.66 -2.71
H 3.57 1.67 -2.53
C 1.06 4.65 3.15
C 0.61 5.92 2.86
H 1.39 -4.64 -7.00
H 0.69 -7.32 4.16
C -1.09 3.72 2.48
H 2.05 0.73 -6.40
H -3.21 1.02 0.88
H -0.36 -9.48 -0.27
H 3.98 -2.59 -8.81
C 3.29 -1.89 -4.42
C -6.19 7.35 3.17
C -1.87 -8.11 1.15
H -0.86 1.02 -0.07
C -0.88 -0.97 -0.75
C -3.11 -1.91 6.63
C -6.75 8.40 3.88
C -3.08 -1.92 5.09
H 1.06 -9.05 3.56
H 6.40 1.19 -2.32
H 4.41 -4.05 -6.74
H 2.09 4.35 3.39
H 1.00 4.32 -5.17
C 2.33 -1.08 -5.28
C -1.37 -0.16 6.71
H -1.06 5.29 -0.55
H -3.00 -7.10 4.23
H -7.84 8.55 3.85
C -0.09 -9.81 0.75
H -6.77 6.71 2.55
H -5.21 -1.94 4.87
H -3.45 -3.16 -0.45
C 2.64 -2.79 -7.18
N 1.71 -2.03 -6.29
H 3.78 4.16 1.98
H -1.69 -7.55 0.24
H -4.12 -2.28 6.95
C -0.36 -7.06 4.29
H -0.57 6.34 -4.91
H 5.05 -3.24 -4.79
H -0.54 -6.15 3.63
H 0.99 -0.81 -7.54
H -1.73 6.64 -2.69
H -3.09 7.87 4.38
N -6.13 9.21 4.72
H 0.64 5.81 -1.88
N -1.82 -1.23 4.60
O 0.44 -9.79 3.48
H 0.18 -0.99 -1.11
C 0.59 -7.53 1.51
H -1.73 2.86 2.24
H 2.22 1.90 0.13
C -1.62 -2.13 -0.81
H -2.89 5.41 -2.96
H -2.41 -4.02 4.81
N -0.73 -9.15 3.00
O 0.64 -1.45 -6.92
C -2.79 -0.57 7.21
H 0.80 -0.41 5.35
H 0.80 2.65 2.80
F -2.87 5.14 1.82
H -2.71 -0.71 8.28
H -2.14 4.10 -1.20
H 1.71 0.20 -3.67
H -2.20 6.78 -5.13
H 3.29 0.86 -5.15
O -2.01 -0.96 3.19
O -0.34 2.29 -2.96
H 2.40 -4.68 -8.43
H -3.53 0.22 6.98
H 5.16 3.04 2.14
H 2.41 4.33 -0.26
H -1.68 4.76 -6.50
H 0.77 5.82 -3.64
C 4.77 1.19 -0.75
H -1.59 2.13 5.23
H 0.91 -3.61 -8.26
H -1.14 1.32 -5.34
C -3.16 -3.37 4.43
H -3.66 -7.14 1.71
H -2.41 -8.99 0.88
H -0.74 -1.00 6.98
H -4.68 -0.35 5.11
C 1.20 -0.51 -4.36
H -2.85 -3.09 3.41
C 3.11 3.57 -0.75
H 0.32 -6.56 1.91
C 4.65 0.40 0.59
H 6.75 0.48 -0.83
C -4.12 8.01 4.18
H 4.52 -0.67 0.48
H 2.63 -2.69 -4.10
H -2.34 -2.55 7.01
H 2.48 -1.80 -9.12
C -2.69 -7.30 2.12
H 5.52 0.60 1.28
C -4.43 -1.26 4.58
H 1.19 6.82 2.97
N -1.24 3.38 -3.44
H -0.48 -6.73 5.34
C 3.19 -1.96 -8.35
C -2.70 -7.88 3.56
H 3.35 4.00 -1.77
H -3.18 1.40 5.19
C -1.38 -8.95 5.40
C -1.58 5.00 2.27
H 3.76 0.12 -6.60
C 3.62 -3.53 -6.24
H -0.98 1.59 -2.94
H -2.22 1.44 3.82
H 3.67 -1.05 -8.11
H 0.98 -10.06 0.78
C -1.62 5.98 -4.74
C 0.27 3.54 2.94
C 2.89 0.18 -5.94
C -1.47 0.17 -0.18
O 6.54 2.56 0.08
H 0.83 -7.40 0.47
H 5.69 -0.54 -2.00
C -1.75 2.22 -5.45
H -1.03 7.09 2.24
C 1.78 -4.03 -7.79
N 5.27 2.58 -0.62
H -4.24 -1.23 3.47
C -1.90 5.69 -3.26
H -2.80 2.08 -5.10
H -0.70 -10.68 1.08
C 3.50 1.26 -1.52
H 0.30 0.17 3.71
C 0.15 0.24 4.77
H 0.76 -1.31 -3.76
C -1.88 4.67 -5.45
C -1.34 0.05 5.22
C -1.06 3.47 -4.96
C 0.45 3.36 -5.33
C -1.30 -8.25 4.03
C -4.83 9.04 4.83
H -4.18 -3.72 4.55
H 0.34 -0.06 -4.84
H 4.94 -1.88 -5.88
H 3.68 2.46 1.62
H -1.89 -9.94 5.40
C -0.69 6.09 2.46
H -4.50 -1.15 0.69
H -2.93 4.36 -5.37
H -0.98 0.70 7.27
C 4.50 3.56 -0.03
H -4.44 6.36 2.77
H 3.78 0.79 1.10
H -0.48 3.64 -0.83
H -0.37 -9.21 5.73
H -3.40 -8.68 3.63
H 1.47 2.14 -1.47
C 4.30 3.33 1.55
H 3.10 -4.27 -5.68
H 1.35 4.36 -2.68
C 4.36 -2.59 -5.28
C 5.93 0.52 -1.58
H -1.95 2.29 -6.54
H 7.22 2.72 -0.61
C -0.48 -8.63 1.70
C -4.84 7.15 3.36
H 3.13 0.27 -1.68
C -1.13 4.43 -1.22
C 2.44 2.23 -0.89
C -2.76 0.16 0.33
C 0.56 5.16 -2.79
F -1.06 -3.16 -1.49
H 5.83 4.73 -1.19
H 5.89 5.12 0.51
```

Computed properties:
SMILES string = CC1(C)CCCC(C)(C)N1O.CC1(C)CCCC(C)(C)N1O.CC1(C)CCCC(C)(C)N1O.CC1(C)CCCC(C)(C)N1O.CC1(C)CCCC(C)(C)N1O.Fc1ccccc1.Fc1ccccc1.c1ccncc1
Lowest unoccupied orbital energy = 0.0120 hartree
Charge = 0
HOMO-LUMO gap = 0.3209 Eh

Löwdin atomic charge list, values in e, 4 entries: H 0.11; C -0.04; H 0.08; C -0.09

***

(4)
DFT (ωB97M-V/def2-TZVPD) results for a cluster of 8 separate species, C3H20O7 in total at a distorted geometry.

XYZ file:
```
30
C3H20O7 (ωB97M-V/def2-TZVPD)
H -2.59 1.37 -0.10
H -3.15 1.27 2.14
C -2.09 1.36 1.95
O -0.41 -0.06 -3.23
H -0.15 -2.11 1.02
O -1.91 -1.57 -1.32
H -0.23 -3.60 0.77
H -1.29 -1.92 -0.65
H 0.54 1.00 -1.15
C -1.09 2.91 0.30
O 0.73 0.37 -0.44
O 1.83 2.68 1.93
H -0.42 3.22 1.07
H -0.03 0.38 0.15
H 2.76 -0.02 0.66
H -0.89 3.35 -0.67
O 1.37 -2.64 -0.83
H 1.15 3.32 1.70
H -1.51 0.44 2.13
H 1.59 -2.56 -1.77
H 0.30 -0.68 -3.03
H -2.69 -2.12 -1.20
O 3.14 -0.88 0.43
H -1.11 -0.47 -2.69
H 2.07 -2.02 -0.52
H 1.53 2.57 2.84
O -0.78 -2.83 0.94
H 3.62 -0.62 -0.37
H -1.64 1.92 2.78
C -1.86 1.86 0.54
```

Computed properties:
SMILES string = C=CC.O.O.O.O.O.O.O
Lowest unoccupied orbital energy = 0.0136 hartree
Charge = 0
HOMO-LUMO gap = 0.3840 Eh
ΔE to the lowest compared entry with this formula, charge and spin = 149.4 kJ/mol

natural (NBO) atomic charge list, values in e, 4 entries: H 0.22; H 0.23; C -0.65; O -0.97

***

(5)
DFT (ωB97M-V/def2-TZVPD) results for a cluster of 3 separate species, C6H20N5 in total at a distorted geometry.

XYZ file:
```
31
C6H20N5 (ωB97M-V/def2-TZVPD)
H 3.82 0.62 2.73
C 0.93 0.77 1.22
N 0.35 -0.36 1.36
H -2.88 0.15 -0.24
H -0.85 -2.03 -2.16
H 1.49 2.32 3.39
H -1.97 -1.46 -0.16
N 1.59 0.34 3.84
H 0.46 -1.36 -1.01
H 0.97 -1.71 -3.67
H 0.99 2.54 0.27
H -4.41 -1.01 -1.56
H -1.39 0.45 -2.22
H -0.25 -0.73 -3.94
H -3.22 -1.98 -2.30
H 1.08 0.10 -3.13
H 2.48 -0.20 4.10
C 0.52 -0.82 -3.23
H 0.47 -0.84 2.28
N -1.08 0.00 -1.35
C -2.29 -0.62 -0.84
H 0.83 0.50 4.41
N 0.59 1.62 0.33
H -0.37 -0.72 0.73
C -0.20 -1.11 -1.85
C -3.39 -1.00 -1.92
N 3.33 1.49 2.68
C 2.00 1.42 3.13
H 0.09 1.41 -0.56
H 3.74 2.37 2.27
H -3.45 -0.13 -2.61
```

Computed properties:
Lowest unoccupied orbital energy = -0.0910 hartree
Charge = +1
HOMO-LUMO gap = 0.3433 Eh
ΔE to the lowest compared entry with this formula, charge and spin = 62.3 kJ/mol

natural (NBO) atomic charge list, values in e, 4 entries: H 0.40; C 0.33; N -0.79; H 0.20

***

(6)
DFT (ωB97M-V/def2-TZVPD) results for the molecule C4H6F3N3 at a distorted geometry.

XYZ file:
```
16
C4H6F3N3 (ωB97M-V/def2-TZVPD)
H -0.81 1.89 -0.21
N -3.74 -1.42 0.17
C -0.30 -0.34 0.46
F -3.43 1.18 0.77
H -0.11 -0.71 -1.61
N -1.30 -1.34 0.62
H -1.02 1.48 1.58
N -2.49 -0.87 0.36
C -1.02 1.02 0.56
H 1.32 0.20 -0.82
H 0.33 -0.40 1.38
F -2.62 0.81 -1.20
F -4.64 -0.53 -0.39
C 0.56 -0.54 -0.78
C -2.39 0.64 0.08
H 0.93 -1.52 -0.60
```

Computed properties:
Lowest unoccupied orbital energy (alpha / beta) = 0.0024 / 0.0026 hartree
Charge = 0
HOMO-LUMO gap (alpha / beta) = 0.3366 / 0.3284 Eh
ΔE to the lowest compared entry with this formula, charge and spin = 96.6 kJ/mol

natural (NBO) atomic charge list, values in e, 4 entries: H 0.25; N 0.08; C -0.08; F -0.32

***

M (computed, g mol⁻¹): 1526.38, 293.37, 1057.59, 168.19, 162.26, 153.11